ORCA calculation (the ωB97M-V functional and the def2-TZVPD basis) on a molecular structure, C41H32BrF4N9O2Tc.

```
90
Properties=species:S:1:pos:R:3
Tc -0.1247 -0.6666 1.1367
C -3.9557 -6.7131 0.5019
C -3.2803 -5.3799 0.3680
C -3.1672 -4.7391 -0.8603
C -2.5934 -3.4640 -1.0136
C -2.7546 -2.9009 -2.3324
N -3.0127 -1.6731 -2.6480
C -3.2760 -0.5664 -1.7197
C -3.3670 0.7812 -2.4277
C -2.9400 1.9056 -1.4930
N -3.9297 2.1462 -0.4268
C -3.7070 2.6349 0.7437
C -2.4207 2.9251 1.3625
C -2.3209 4.2398 1.8347
C -1.1588 4.7573 2.4010
C -1.0693 6.1878 2.8435
C -0.1305 3.8539 2.5997
C -0.2196 2.5005 2.2271
C 0.7727 1.6292 2.7993
N 0.8859 0.3539 2.6138
C 1.6507 -0.4238 3.6134
C 0.6894 -1.1963 4.5412
C -0.7570 -1.2427 4.0698
N -0.9364 -1.7776 2.6957
C -1.6365 -2.8541 2.5676
C -2.0992 -3.4692 1.3483
C -2.7672 -4.6999 1.4623
C -1.9605 -2.8483 0.0923
O -1.2143 -1.7695 -0.0738
C -1.3626 2.0095 1.5619
O -1.5089 0.7291 1.2227
H -3.8313 -7.3102 -0.3997
H -5.0261 -6.5797 0.6685
H -3.5555 -7.2754 1.3433
H -3.5721 -5.2290 -1.7402
H -2.7543 -3.5930 -3.1702
H -3.1450 -1.4843 -3.6371
H -2.4644 -0.5406 -1.0022
H -4.1931 -0.8138 -1.1786
H -4.3675 0.9631 -2.8272
H -2.6853 0.8150 -3.2803
H -2.8387 2.8440 -2.0409
H -1.9915 1.6736 -1.0146
H -4.9058 2.0814 -0.7060
H -4.5991 2.9411 1.2863
H -3.1820 4.8936 1.7322
H -1.5732 6.8488 2.1403
H -0.0327 6.5055 2.9320
H -1.5439 6.3154 3.8182
H 0.7769 4.1841 3.0934
H 1.4329 2.0806 3.5379
H 2.2770 0.2603 4.1853
H 2.3115 -1.1107 3.0972
H 0.6726 -0.7257 5.5249
H 1.0672 -2.2081 4.6902
H -1.2019 -0.2460 4.0726
H -1.3404 -1.8535 4.7583
H -1.9619 -3.3415 3.4860
H -2.8570 -5.1445 2.4480
Br 2.0307 -6.0583 0.6128
C 2.3955 -4.2287 0.6733
C 3.6909 -3.7387 0.5773
C 3.8814 -2.3648 0.6236
C 2.7931 -1.5323 0.7691
N 1.5344 -2.0062 0.8759
C 1.3492 -3.3352 0.8228
H 4.5295 -4.4150 0.4722
H 4.8737 -1.9407 0.5572
H 2.9188 -0.4602 0.8232
H 0.3386 -3.7044 0.9036
F 1.9116 0.6375 -3.3570
C 2.9123 1.5184 -3.4947
C 3.4984 1.6959 -4.6998
F 3.0696 1.0004 -5.7221
C 4.5843 2.6387 -4.8780
C 4.9665 3.3718 -3.6882
C 4.3530 3.1779 -2.4917
F 4.7433 3.8707 -1.4341
C 3.3019 2.2362 -2.3322
C 2.6669 2.0351 -1.1027
C 1.6414 1.1205 -0.8206
N 0.7898 0.5266 -0.3008
C 2.9465 2.7157 0.1287
N 2.9715 3.1728 1.1844
F 5.9334 4.2429 -3.7614
C 5.2221 2.8098 -6.0833
C 6.2947 3.7271 -6.2846
N 7.1520 4.4583 -6.5158
C 4.8692 2.0822 -7.2596
N 4.5921 1.5260 -8.2269
```

As for the HOMO energy (alpha / beta): -17.9182 / -18.0011 eV. As for the expectation value of S²: 3.779. The energy above the lowest of the compared OMol25 structures with the same formula, charge and spin comes out at 16.5 kcal per mole. As for the spin multiplicity: 4. Its HOMO-LUMO gap (alpha / beta) is 6.06 / 5.65 eV. The total charge is +4.

=====

ORCA calculation (the ωB97M-V functional and the def2-TZVPD basis) on a gas-phase ion, C4H10S (charge +1).

```
15
Properties=species:S:1:pos:R:3
C 1.0404 1.4575 -0.5139
C 1.0538 -0.0745 -0.7771
C -0.2140 -0.8170 -0.3951
C -0.6846 -0.4960 1.0187
S -2.4630 -0.0577 1.2357
H 0.0377 1.8556 -0.6827
H 1.3509 1.6680 0.5042
H 1.6620 1.9734 -1.2393
H 1.8719 -0.4342 -0.1536
H 1.2421 -0.2471 -1.8331
H -0.0733 -1.9005 -0.3284
H -1.0388 -0.7210 -1.1028
H -0.2507 0.3932 1.4885
H -0.5812 -1.2881 1.7633
H -2.9534 -1.3116 1.0156
```

As for the HOMO energy (alpha / beta): -15.6594 / -15.6591 eV. As for the expectation value of S²: 0.753. The energy above the lowest of the compared OMol25 structures with the same formula, charge and spin comes out at 0.0 kcal per mole. As for the spin multiplicity: 2. Its HOMO-LUMO gap (alpha / beta) is 11.52 / 6.52 eV. The total charge is +1.

=====

ORCA calculation (the ωB97M-V functional and the def2-TZVPD basis) on a single C2HN5O molecule.

```
9
Properties=species:S:1:pos:R:3
O -1.5085 0.8335 -1.0269
C -0.3471 0.6440 -0.6549
N 0.2293 1.2812 0.3954
C 0.3621 0.6208 1.5531
N -0.0513 -0.7430 1.4504
N 0.1912 -1.5697 0.6052
N 0.8375 -1.0662 -0.8778
N 0.4188 -0.0985 -1.5207
H 0.5997 1.1163 2.4584
```

As for the HOMO energy: -9.2391 eV. The energy above the lowest of the compared OMol25 structures with the same formula, charge and spin comes out at 89.7 kcal per mole. The SMILES is O=c1ncnnnn1. Its HOMO-LUMO gap is 7.40 eV.

=====

ORCA calculation (the ωB97M-V functional and the def2-TZVPD basis) on 2 unconnected molecules or ions with the total composition C3H7O.

```
11
Properties=species:S:1:pos:R:3
O -1.6294 -1.7378 -0.5964
H -1.1125 -0.9107 -0.8241
C 1.1992 1.2685 -0.7730
C 1.0498 0.6675 0.4138
C -0.1999 0.1524 0.9775
H 2.1051 1.8618 -1.0293
H -1.4373 -1.9609 0.2799
H 0.1709 1.6506 -1.1486
H 1.9557 0.4388 1.0275
H 0.0937 -0.4570 1.9579
H -1.0345 0.7498 0.7979
```

As for the HOMO energy: -1.2346 eV. The energy above the lowest of the compared OMol25 structures with the same formula, charge and spin comes out at 44.3 kcal per mole. Its HOMO-LUMO gap is 6.16 eV. The total charge is -1.

=====

ORCA calculation (the ωB97M-V functional and the def2-TZVPD basis) on 11 unconnected molecules or ions with the total composition C30H60Br12O8.

```
110
Properties=species:S:1:pos:R:3
C 6.6703 15.0684 3.6152
C 7.8842 14.3678 4.2593
O 7.5576 13.0464 4.6640
C 7.6832 12.0690 3.7691
C 6.9960 10.7934 4.2123
O 8.2102 12.1745 2.6918
H 6.9265 16.1296 3.5769
H 5.7709 14.9181 4.2090
H 6.5234 14.7197 2.5931
H 8.7006 14.4303 3.5411
H 8.0785 14.9502 5.1577
H 7.7256 10.0044 4.3951
H 6.2354 10.4957 3.5009
H 6.5540 10.9778 5.1929
C 3.2110 8.7702 -3.5947
C 2.9642 10.1358 -2.9345
O 1.5863 10.1808 -2.5385
C 1.3465 10.7196 -1.3315
C -0.1209 10.9899 -1.0994
O 2.1912 11.0367 -0.5307
H 2.5777 8.5837 -4.4593
H 3.0111 7.9752 -2.8728
H 4.2617 8.6525 -3.8549
H 3.6536 10.3002 -2.1129
H 3.1364 10.9216 -3.6727
H -0.3206 11.5539 -0.1999
H -0.5841 9.9989 -1.0678
H -0.5232 11.4709 -1.9908
C 3.4171 14.0569 -2.9125
C 2.0399 14.2973 -3.4899
O 1.8949 15.6774 -3.7936
C 2.3491 16.1338 -4.9697
C 2.0870 17.6169 -5.0975
O 2.9586 15.4605 -5.7554
H 3.5784 13.0264 -2.5966
H 3.5487 14.6849 -2.0246
H 4.1989 14.3914 -3.5960
H 1.8695 13.6824 -4.3770
H 1.3093 13.9658 -2.7534
H 1.9926 17.8365 -6.1559
H 2.8450 18.1559 -4.5349
H 1.1302 17.8009 -4.6079
C 12.2608 10.2627 0.4239
C 11.3483 11.1375 -0.4532
C 9.8574 11.0837 -0.1913
O 11.7638 12.0175 -1.1694
H 12.4905 9.3613 -0.1372
H 11.6275 10.0041 1.2739
H 13.0595 10.8501 0.8684
H 9.3873 12.0611 -0.2029
H 9.6004 10.5887 0.7446
H 9.3460 10.4189 -0.8962
C 2.5852 11.1435 4.7802
C 2.1777 11.7134 6.1287
C 0.7440 12.1233 6.2434
O 2.8970 11.6475 7.0968
H 2.5808 10.0594 4.9029
H 3.6192 11.4065 4.5695
H 1.8810 11.4995 4.0343
H 0.1210 11.2293 6.1342
H 0.4791 12.7214 5.3686
H 0.5036 12.5903 7.1933
Br 7.9420 16.9940 -5.1941
C 7.2336 16.1594 -3.5321
C 6.2910 17.1743 -2.9413
Br 5.8977 16.5841 -1.1024
H 8.0886 15.9213 -2.9089
H 6.7367 15.2217 -3.7686
H 5.3889 17.2204 -3.5425
H 6.8388 18.1111 -2.9069
Br 9.9970 7.6147 -0.1741
C 9.4093 6.9065 1.5777
C 8.6520 7.9768 2.3525
Br 7.0839 8.6150 1.3234
H 10.2862 6.4796 2.0553
H 8.7289 6.0788 1.3836
H 9.3113 8.8265 2.5185
H 8.2250 7.6385 3.2915
Br 6.6212 9.2450 -2.1533
C 7.8548 10.1180 -3.4177
C 8.5598 8.9788 -4.0922
Br 9.8400 9.6619 -5.4189
H 8.5172 10.7507 -2.8343
H 7.3059 10.7516 -4.1088
H 7.9099 8.2855 -4.6188
H 9.1402 8.3528 -3.4187
Br -0.1329 14.5589 -0.2402
C 1.5787 14.6968 0.7331
C 1.8517 16.1659 0.9965
Br 3.5725 16.3765 1.8655
H 2.3153 14.1868 0.1212
H 1.5193 14.1761 1.6853
H 1.1032 16.6991 1.5777
H 1.8794 16.7590 0.0820
Br 4.3709 12.2986 2.0779
C 5.5537 11.9996 0.5204
C 6.0494 13.3037 -0.0253
Br 6.9632 12.9322 -1.7395
H 4.8968 11.4894 -0.1842
H 6.2634 11.2551 0.8656
H 6.8200 13.7655 0.5844
H 5.2154 13.9806 -0.1811
Br 12.0406 17.2130 0.3097
C 11.3555 15.4039 -0.1124
C 9.9259 15.5096 -0.6312
Br 8.7278 16.0016 0.8206
H 11.4948 14.8158 0.7865
H 12.0163 15.0626 -0.9026
H 9.5834 14.5770 -1.0687
H 9.9959 16.3267 -1.3470
```

As for the HOMO energy: -9.5856 eV. The SMILES is CCOC(C)=O.CCOC(C)=O.CCOC(C)=O.CC(C)=O.CC(C)=O.BrCCBr.BrCCBr.BrCCBr.BrCCBr.BrCCBr.BrCCBr. Its HOMO-LUMO gap is 9.74 eV.

=====

ORCA calculation (the ωB97M-V functional and the def2-TZVPD basis) on a molecular structure, C17H32ClN2O3RuSi.

```
57
Properties=species:S:1:pos:R:3
Ru 0.1361 -0.9419 -0.1511
C -3.4370 -1.0247 -2.4158
C -2.1722 -1.8056 -2.0785
C -2.3371 -3.2569 -2.5064
O -1.9163 -1.7487 -0.6417
C -0.9683 -1.1336 -2.7756
O -0.7787 -1.2530 -3.9556
O -0.2113 -0.3711 -1.9914
H -4.3048 -1.4997 -1.9565
H -3.5675 -1.0423 -3.4973
H -3.3922 0.0182 -2.1063
H -3.3699 -3.5768 -2.3799
H -1.7062 -3.9309 -1.9303
H -2.0726 -3.3403 -3.5598
H -2.6330 -1.2700 -0.2072
C -0.2672 0.6763 3.2030
Si -1.0959 0.3969 1.5352
C -2.7125 -0.4891 1.9601
C -1.2043 1.9787 0.5489
C -0.5353 3.1111 1.0316
C -0.5932 4.3167 0.3497
C -1.3046 4.4044 -0.8370
C -1.9688 3.2926 -1.3361
C -1.9113 2.0946 -0.6481
H -0.9505 1.2884 3.7960
H 0.6838 1.1937 3.1910
H -0.1581 -0.2697 3.7402
H -2.8710 -0.4091 3.0362
H -2.6932 -1.5602 1.7285
H -3.5875 -0.0405 1.4872
H 0.0198 3.0629 1.9601
H -0.0860 5.1868 0.7438
H -1.3398 5.3411 -1.3765
H -2.5234 3.3628 -2.2619
H -2.4225 1.2302 -1.0503
Cl 1.9753 -3.7756 0.0518
C 0.4614 -2.9668 -0.4610
H -0.3515 -3.5293 -0.0102
H 0.4557 -3.0258 -1.5502
C 2.8492 1.4941 1.3133
C 3.2978 0.2588 0.5608
C 4.3770 -0.4974 1.3281
C 3.7690 0.6337 -0.8432
N 2.1488 -0.6783 0.3105
N 1.4836 -1.2668 1.4464
H 3.6838 2.1915 1.3702
H 2.5661 1.2687 2.3385
H 2.0243 1.9926 0.8017
H 5.2571 0.1362 1.4273
H 4.6757 -1.4053 0.8016
H 4.0528 -0.7663 2.3349
H 4.5173 1.4215 -0.7821
H 2.9364 0.9944 -1.4485
H 4.2222 -0.2200 -1.3494
H 2.5085 -1.4607 -0.2413
H 1.4689 -0.6239 2.2306
H 1.8731 -2.1667 1.7222
```

As for the HOMO energy: -12.0595 eV. The energy above the lowest of the compared OMol25 structures with the same formula, charge and spin comes out at 17.8 kcal per mole. Its HOMO-LUMO gap is 8.06 eV. The total charge is +1.

=====

ORCA calculation (the ωB97M-V functional and the def2-TZVPD basis) on 3 unconnected molecules or ions with the total composition C5H13P.

```
19
Properties=species:S:1:pos:R:3
C -0.7257 2.2949 -0.9127
C 2.2913 -0.2906 0.4809
C -2.4586 -0.5753 0.2772
C 1.5671 0.1888 -0.8487
C -0.9631 -0.6341 -0.0083
P -0.1084 0.8459 -0.3074
H -1.6396 2.6074 -0.4713
H -0.0615 3.1185 -1.1141
H 2.0483 -1.3629 0.7531
H 3.4075 -0.2061 0.4827
H 1.8192 0.2963 1.3379
H -2.8533 0.4948 0.1407
H -3.0471 -1.0747 -0.4685
H -2.8384 -0.8533 1.2235
H 1.2655 -0.7181 -1.4659
H 2.1922 0.7905 -1.5800
H -0.3336 -1.1489 0.6886
H -3.0030 3.2750 -2.3233
H -2.4321 2.9181 -2.8923
```

As for the HOMO energy: -7.2448 eV. The energy above the lowest of the compared OMol25 structures with the same formula, charge and spin comes out at 100.1 kcal per mole. Its HOMO-LUMO gap is 7.48 eV.

=====

ORCA calculation (the ωB97M-V functional and the def2-TZVPD basis) on a molecular structure, C16H33BN2OP2W.

```
56
Properties=species:S:1:pos:R:3
W 0.0055 0.0096 0.0007
P -1.5754 1.7261 -0.8217
P 1.3095 -1.9158 0.8683
N 1.4070 0.8555 -0.6486
H -0.2726 0.3779 1.7221
C -2.1498 3.1497 0.2294
H -2.7765 3.8631 -0.3377
H -1.2573 3.6702 0.6136
H -2.7178 2.7742 1.0958
C -3.1597 1.1473 -1.5859
H -3.7670 1.9977 -1.9449
H -3.7527 0.5638 -0.8632
H -2.9085 0.4893 -2.4331
C -0.8047 2.6316 -2.2352
H -1.5016 3.3762 -2.6601
H -0.5198 1.8970 -3.0050
H 0.1073 3.1380 -1.8816
C 1.8198 -1.9151 2.6501
H 2.4570 -2.7833 2.9030
H 0.9162 -1.9212 3.2792
H 2.3669 -0.9805 2.8539
C 0.5727 -3.6004 0.6903
H 1.2338 -4.3731 1.1193
H 0.4102 -3.8024 -0.3793
H -0.4040 -3.6339 1.2010
C 2.9178 -2.0802 -0.0082
H 3.5011 -2.9337 0.3803
H 3.4906 -1.1487 0.1225
H 2.7144 -2.2181 -1.0815
C 2.4567 1.4410 -1.2906
C 4.2420 3.1030 -1.3596
C 3.1709 2.5091 -0.6881
C 2.8481 0.9879 -2.5782
C 3.9243 1.5884 -3.2341
C 4.6251 2.6471 -2.6319
H 4.7869 3.9278 -0.8877
H 2.8593 2.8462 0.3050
H 2.2848 0.1662 -3.0313
H 4.2197 1.2310 -4.2262
H 5.4672 3.1152 -3.1526
C -2.8076 -1.2680 1.2789
O -1.9037 -1.2478 0.3723
C -3.1238 -0.0528 2.0389
H -3.7176 -0.2985 2.9392
H -3.7293 0.6374 1.4232
H -2.1797 0.4705 2.2908
C -3.6110 -2.5036 1.3498
H -3.5624 -2.9005 2.4033
H -3.2538 -3.2824 0.6598
H -4.6653 -2.2832 1.1632
B -2.2937 -3.4214 2.5746
C -1.5440 -2.3174 1.7581
N -0.7933 -1.4334 1.1591
H -2.3060 -3.1761 3.7940
H -1.3433 -3.9566 3.0414
H -2.4199 -4.5562 2.1092
```

As for the HOMO energy (alpha / beta): -5.7113 / -6.5242 eV. As for the expectation value of S²: 2.089. The energy above the lowest of the compared OMol25 structures with the same formula, charge and spin comes out at 317.9 kcal per mole. As for the spin multiplicity: 3. Its HOMO-LUMO gap (alpha / beta) is 5.94 / 5.00 eV.

=====

ORCA calculation (the ωB97M-V functional and the def2-TZVPD basis) on a molecular structure, CH19O11V.

```
32
Properties=species:S:1:pos:R:3
O -0.4449 0.2937 -3.3982
V -1.1687 -0.8942 -2.7236
O -2.6914 -0.8328 -3.2245
C -0.1937 0.3604 -0.0392
O -1.3109 0.0448 -0.8058
H 0.1799 -0.5315 0.4745
H 0.6515 0.7542 -0.6371
H -0.3337 1.2317 0.6097
O 2.7507 -1.6411 1.1449
H 3.0865 -2.3849 0.6292
H 3.5316 -1.2733 1.5789
O 1.6239 2.9012 1.8766
H 0.9465 2.2258 1.9928
H 2.2969 2.6845 2.5297
O -2.8822 1.0308 2.2341
H -2.9291 1.9115 1.8500
H -2.9912 0.4251 1.4802
O 1.1169 -1.5518 -2.3819
H 1.5878 -1.0026 -1.7217
H 1.8155 -1.9590 -2.9031
O -1.4392 3.1702 -1.5373
H -1.4509 2.3187 -1.0797
H -2.3239 3.5259 -1.4111
O 3.1485 -0.0173 -1.0267
H 2.9088 -0.3203 -0.1259
H 2.6862 0.8229 -1.1434
O 0.4745 -2.8361 2.5278
H 1.0084 -2.1562 2.9475
H 0.4059 -2.5516 1.6129
O -3.6514 -1.0221 0.3460
H -3.5796 -1.9766 0.4365
H -2.8293 -0.7498 -0.1121
```

As for the HOMO energy: -10.2518 eV. The energy above the lowest of the compared OMol25 structures with the same formula, charge and spin comes out at 26.3 kcal per mole. Its HOMO-LUMO gap is 8.61 eV.